A 10-piece molecular cluster, C46H62N6O4 overall in a non-equilibrium geometry. Source: the Open Molecules 2025 dataset; level of theory: the ωB97M-V functional and the def2-TZVPD basis.

Each line ends with the Löwdin charge.
Geometry (Å):
N 7.981517 -16.324576 -6.952158  0.06
C 8.045204 -15.961907 -5.734115  -0.18
C 9.193401 -15.492498 -5.100911  -0.04
C 10.311204 -15.312457 -5.881372  -0.09
C 10.202235 -15.597286 -7.211541  -0.07
C 9.007670 -16.108737 -7.681497  -0.18
H 7.130045 -16.102092 -5.165739  0.08
H 9.191137 -15.252903 -4.044634  0.11
H 11.250370 -14.989132 -5.450725  0.11
H 11.029663 -15.395499 -7.888483  0.11
H 8.897554 -16.327429 -8.736522  0.11
N 11.245520 -17.779057 -2.545055  0.06
C 10.755650 -18.564952 -3.521370  -0.14
C 11.254732 -18.533698 -4.822327  -0.08
C 12.376392 -17.777884 -5.089774  -0.10
C 12.960860 -17.064208 -4.056231  -0.09
C 12.371820 -17.121759 -2.801074  -0.16
H 9.878833 -19.171785 -3.284113  0.08
H 10.714646 -19.028665 -5.624636  0.10
H 12.641731 -17.688161 -6.138991  0.11
H 13.874354 -16.518957 -4.262837  0.10
H 12.799224 -16.537027 -1.986114  0.10
N 1.274781 -25.950751 -6.820845  0.06
C 0.362678 -25.024765 -6.703558  -0.18
C 0.649824 -23.686651 -6.565685  -0.07
C 1.985372 -23.289873 -6.735921  -0.07
C 2.971802 -24.251596 -6.770003  -0.08
C 2.566105 -25.566469 -6.750285  -0.14
H -0.660447 -25.352276 -6.881937  0.11
H -0.152826 -22.963410 -6.618588  0.10
H 2.269367 -22.236979 -6.745642  0.09
H 4.032129 -24.034775 -6.702637  0.09
H 3.309532 -26.357780 -6.875970  0.11
N 4.875101 -16.273634 -1.167145  0.07
C 5.535430 -17.079415 -1.957752  -0.17
C 5.553277 -16.985859 -3.321851  -0.10
C 4.768197 -15.996900 -3.898035  -0.09
C 4.052448 -15.157058 -3.068192  -0.07
C 4.169082 -15.318288 -1.720723  -0.17
H 6.220561 -17.762027 -1.454413  0.11
H 6.058528 -17.790774 -3.840723  0.08
H 4.924510 -15.809238 -4.959733  0.11
H 3.536733 -14.305225 -3.504041  0.11
H 3.689217 -14.620506 -1.042997  0.11
N 7.666688 -20.204410 -4.098012  0.07
C 7.521056 -19.591259 -5.225428  -0.19
C 6.679654 -20.030729 -6.200648  -0.06
C 6.092280 -21.276132 -6.043371  -0.07
C 6.256155 -21.904025 -4.832595  -0.08
C 7.036556 -21.310198 -3.899518  -0.16
H 8.148694 -18.719692 -5.393184  0.09
H 6.585025 -19.485833 -7.134678  0.10
H 5.369118 -21.689943 -6.747562  0.10
H 5.826420 -22.873454 -4.605476  0.10
H 7.320183 -21.893767 -3.023594  0.09
N 8.286505 -22.240093 -0.715141  0.06
C 8.697618 -23.322078 -0.100418  -0.17
C 9.893165 -23.391641 0.583148  -0.06
C 10.629115 -22.224264 0.726397  -0.09
C 10.266470 -21.144579 0.003685  -0.08
C 9.088431 -21.193228 -0.694966  -0.15
H 7.930358 -24.089709 -0.062599  0.10
H 10.147751 -24.292102 1.128896  0.10
H 11.503016 -22.148737 1.365744  0.11
H 10.838997 -20.228095 0.080122  0.11
H 8.760046 -20.312189 -1.240151  0.10
C 2.210512 -20.093065 -4.519716  -0.18
C 0.885097 -19.907484 -5.264612  -0.15
C 0.422285 -18.499100 -4.740312  -0.23
O 1.584361 -17.745887 -4.550923  -0.17
C 2.793702 -18.668742 -4.351993  -0.11
H 2.976742 -20.684114 -5.033716  0.09
H 2.036836 -20.497420 -3.519836  0.09
H 0.124975 -20.656468 -5.064605  0.10
H 1.090886 -19.826608 -6.340586  0.10
H -0.079427 -18.613141 -3.765843  0.12
H -0.221458 -17.962804 -5.432411  0.11
H 3.063584 -18.471101 -3.308383  0.11
H 3.549532 -18.421918 -5.104412  0.10
C 1.905874 -23.042472 -2.529641  -0.18
C 1.664927 -24.376963 -1.816679  -0.18
C 2.115835 -24.020930 -0.404154  -0.17
O 3.192248 -23.039492 -0.566303  -0.15
C 3.260166 -22.641849 -1.918942  -0.22
H 1.133637 -22.313935 -2.223485  0.12
H 1.849483 -23.086477 -3.618447  0.09
H 2.297211 -25.181976 -2.222717  0.11
H 0.649854 -24.776688 -1.960712  0.12
H 2.437883 -24.880236 0.171311  0.11
H 1.309080 -23.499424 0.139957  0.12
H 4.036072 -23.261843 -2.398389  0.11
H 3.574705 -21.609089 -1.899130  0.11
C 4.236043 -17.807714 -10.440053  -0.15
C 4.092226 -17.559192 -8.908524  -0.16
C 3.632147 -18.915863 -8.398168  -0.22
O 2.979888 -19.562370 -9.475962  -0.14
C 3.053694 -18.741832 -10.664988  -0.20
H 5.166503 -18.324234 -10.669535  0.11
H 4.142591 -16.851459 -10.943176  0.11
H 3.361641 -16.773753 -8.722980  0.11
H 5.039801 -17.280627 -8.437686  0.10
H 2.987361 -18.782958 -7.520787  0.10
H 4.529027 -19.460109 -8.076310  0.09
H 2.113430 -18.163885 -10.800282  0.12
H 3.127397 -19.365804 -11.563219  0.12
C 7.562027 -26.216898 -1.986758  -0.16
C 7.847813 -26.750422 -3.362230  -0.19
C 7.065307 -28.018036 -3.402955  -0.17
O 7.213998 -28.584752 -2.063423  -0.13
C 7.368340 -27.537455 -1.165957  -0.23
H 6.622525 -25.686205 -1.915337  0.11
H 8.368441 -25.631735 -1.573617  0.08
H 8.910071 -26.912223 -3.546304  0.12
H 7.561457 -25.993865 -4.108855  0.12
H 7.423109 -28.774429 -4.089416  0.12
H 5.989172 -27.840478 -3.532806  0.12
H 8.198224 -27.709164 -0.460755  0.11
H 6.510250 -27.427053 -0.481320  0.11

Forces on atoms 1 to 2 (eV/Å):
-2.487 -0.944 -1.545
-0.349 0.405 3.935

Values from the calculation:
ΔE to the lowest compared entry with this formula, charge and spin in kcal/mol: 28.9
SMILES: c1ccncc1.c1ccncc1.c1ccncc1.c1ccncc1.c1ccncc1.c1ccncc1.C1CCOC1.C1CCOC1.C1CCOC1.C1CCOC1
HOMO level in eV: -9.37
Multiplicity: 1
Orbital gap in eV: 9.8

C6H15ClNO2Zn as an isolated structure in a non-equilibrium geometry. Source: the Open Molecules 2025 dataset; level of theory: the ωB97M-V functional and the def2-TZVPD basis.

Each line ends with the Löwdin charge.
Geometry (Å):
Zn -11.346032 -24.464486 18.380020  0.96
Cl -13.369333 -23.694982 17.828461  0.01
C -14.992339 -28.380680 20.806690  -0.12
O -15.418149 -28.192648 19.485691  -0.15
C -14.376047 -27.958957 18.597422  -0.25
C -14.883724 -28.096974 17.146859  -0.20
N -14.285379 -27.087582 16.262706  -0.06
C -15.138665 -26.957105 15.076030  -0.21
C -14.535787 -26.060764 14.007357  -0.26
O -15.444393 -25.675331 13.038177  -0.19
C -15.675398 -26.565578 11.948411  -0.07
H -15.626206 -29.073642 21.360337  0.09
H -14.854608 -27.527156 21.481760  0.09
H -14.009340 -28.873369 20.814687  0.08
H -13.582121 -28.716646 18.649860  0.12
H -13.857994 -26.991064 18.710705  0.09
H -15.978722 -28.084851 17.214378  0.13
H -14.584019 -29.067915 16.749915  0.12
H -14.406842 -26.232579 16.800855  0.05
H -16.153786 -26.644891 15.361182  0.13
H -15.358217 -27.962370 14.700082  0.12
H -13.641246 -26.525925 13.557321  0.13
H -14.004616 -25.235179 14.501295  0.11
H -14.854751 -26.490808 11.230591  0.09
H -16.632325 -26.274742 11.532816  0.09
H -15.662256 -27.588778 12.333685  0.08

Forces on atoms 1 to 2 (eV/Å):
-2.074 0.567 -0.652
1.949 -0.649 0.561

Values from the calculation:
ΔE to the lowest compared entry with this formula, charge and spin in kcal/mol: 70.8
HOMO level in eV: -11.97
Multiplicity: 1
Charge: +1
Orbital gap in eV: 2.9